Entry 1:
A structure of composition C3H7IO2S at a distorted geometry, computed with wB97M-V/def2-TZVPD.

Computed properties:
LUMO: 0.0035 Ha
Total charge: 0
Energy relative to the best compared isomer or geometry (same formula, charge and spin): 55.1 kcal/mol
HOMO-LUMO gap: 9.73 eV

Structure (XYZ):
```
14
Properties=species:S:1:pos:R:3:lowdin_charge:R:1
C -0.175 1.533 0.542 -0.222
C 1.475 -1.091 -0.232 -0.111
C -0.922 0.545 -0.345 -0.964
O -0.915 -1.978 -1.036 -0.344
O -0.568 -1.313 1.354 -0.352
S -0.317 -1.118 -0.065 0.473
I -2.997 0.560 -0.051 0.917
H -0.248 1.163 1.546 0.072
H 0.787 1.621 0.171 0.033
H -0.779 2.488 0.340 0.092
H 1.770 -0.189 0.301 0.053
H 1.575 -1.900 0.471 0.058
H 2.034 -1.239 -1.121 0.066
H -0.720 0.919 -1.875 0.228
```


Entry 2:
An isolated molecule of C2H2N2O2 at a distorted geometry, computed with wB97M-V/def2-TZVPD.

Computed properties:
SMILES string: Oc1ncon1
LUMO: 0.0188 Ha
Total charge: 0
Energy relative to the best compared isomer or geometry (same formula, charge and spin): 76.0 kcal/mol
HOMO-LUMO gap: 10.91 eV

Structure (XYZ):
```
8
Properties=species:S:1:pos:R:3:lowdin_charge:R:1
O 0.386 2.066 -0.192 0.068
C 0.069 0.776 0.033 -0.481
N 0.830 -0.421 -0.160 0.155
C -0.064 -1.305 0.014 -0.287
O -1.246 -0.930 0.390 0.000
N -1.032 0.453 0.597 0.125
H 1.333 1.865 -0.724 0.222
H -0.277 -2.504 0.041 0.197
```


Entry 3:
A cluster of 11 separate species, C46H79BCl20O8 in total at a distorted geometry, computed with wB97M-V/def2-TZVPD.

Computed properties:
SMILES string: COCCCCCCCC[C@@H]1C(=O)O[C@](CCCC(=O)O)(CC(=O)c2ccccc2)[C@@H]1B(O)OC.ClCCCl.ClCCCl.ClCCCl.ClCCCl.ClCCCl.ClCCCl.ClCCCl.ClCCCl.ClCCCl.ClCCCl
LUMO: 0.0113 Ha
Total charge: 0
HOMO-LUMO gap: 9.27 eV

Structure (XYZ):
```
154
Properties=species:S:1:pos:R:3:lowdin_charge:R:1
C 5.436 1.616 0.973 -0.092
O 4.639 2.481 0.184 -0.219
C 5.394 3.424 -0.588 -0.211
C 5.763 4.657 0.237 -0.156
C 5.687 6.014 -0.499 -0.198
C 4.855 6.023 -1.778 -0.203
C 3.337 5.704 -1.635 -0.191
C 2.734 5.791 -0.232 -0.176
C 1.223 5.446 -0.290 -0.175
C 0.911 4.029 0.197 -0.119
C 1.470 2.910 -0.678 -0.143
C 0.921 2.868 -2.080 -0.449
O 1.035 3.661 -2.959 0.140
O 0.196 1.764 -2.257 0.061
C 0.234 0.799 -1.153 -0.312
C 0.874 -0.485 -1.671 -0.109
C 1.877 -0.304 -2.795 -0.128
C 2.943 -1.432 -2.763 -0.081
C 4.163 -0.846 -2.135 -0.517
O 4.594 -1.097 -1.050 0.098
O 4.784 0.082 -2.932 0.084
C -1.199 0.624 -0.672 -0.021
C -2.251 1.135 -1.633 -0.342
O -2.814 0.411 -2.408 0.132
C -2.606 2.580 -1.482 -0.146
C -2.276 3.508 -2.478 -0.020
C -2.570 4.865 -2.314 -0.062
C -3.206 5.296 -1.144 -0.079
C -3.557 4.360 -0.166 -0.086
C -3.266 3.010 -0.325 -0.028
C 1.238 1.474 -0.184 -0.039
B 1.141 1.144 1.368 -0.637
O 2.260 0.705 2.036 0.163
O -0.028 1.254 2.082 0.030
C -0.337 0.091 2.866 -0.063
H 5.449 0.625 0.517 0.069
H 4.978 1.505 1.953 0.084
H 6.449 1.990 1.108 0.090
H 4.758 3.647 -1.436 0.091
H 6.278 2.894 -0.945 0.125
H 6.775 4.528 0.618 0.105
H 5.129 4.678 1.118 0.106
H 6.699 6.321 -0.760 0.102
H 5.325 6.797 0.164 0.103
H 4.960 6.988 -2.269 0.103
H 5.294 5.309 -2.474 0.100
H 2.797 6.446 -2.220 0.112
H 3.133 4.760 -2.129 0.083
H 3.167 5.106 0.490 0.095
H 2.812 6.827 0.087 0.113
H 0.876 5.596 -1.310 0.101
H 0.644 6.107 0.353 0.107
H 1.324 3.915 1.198 0.126
H -0.175 3.929 0.277 0.125
H 2.548 3.026 -0.613 0.128
H 1.338 -0.988 -0.826 0.056
H 0.083 -1.143 -2.033 0.121
H 1.348 -0.316 -3.739 0.101
H 2.432 0.627 -2.738 0.112
H 2.597 -2.298 -2.212 0.096
H 3.221 -1.696 -3.778 0.090
H 4.826 0.917 -2.451 0.106
H -1.348 -0.446 -0.555 0.052
H -1.379 1.102 0.288 0.119
H -1.784 3.170 -3.376 0.118
H -2.293 5.555 -3.095 0.103
H -3.412 6.346 -1.011 0.097
H -4.062 4.719 0.717 0.064
H -3.523 2.282 0.426 0.083
H 2.177 0.978 -0.449 0.128
H 2.785 0.124 1.469 0.060
H 0.113 0.172 3.850 0.056
H -1.416 0.003 2.942 0.073
H 0.040 -0.813 2.389 0.067
Cl -1.499 -2.663 0.520 0.605
C -2.183 -3.654 -0.797 -0.645
C -1.363 -4.891 -1.045 -0.715
Cl 0.240 -4.500 -1.731 0.550
H -2.242 -3.028 -1.685 0.053
H -3.194 -3.931 -0.501 0.079
H -1.870 -5.531 -1.763 -0.001
H -1.204 -5.448 -0.130 0.012
Cl 2.483 -5.318 2.744 0.535
C 3.868 -4.429 2.050 -0.679
C 3.648 -2.941 2.053 -0.611
Cl 2.370 -2.471 0.905 0.648
H 4.033 -4.797 1.043 -0.007
H 4.739 -4.676 2.654 0.075
H 4.560 -2.435 1.735 0.078
H 3.370 -2.575 3.039 0.075
Cl -2.170 -7.868 0.075 0.602
C -3.262 -9.225 -0.299 -0.648
C -3.611 -9.287 -1.763 -0.651
Cl -4.639 -7.920 -2.273 0.546
H -4.151 -9.114 0.316 0.069
H -2.748 -10.138 -0.008 0.074
H -4.174 -10.198 -1.960 0.073
H -2.721 -9.285 -2.387 0.071
Cl -3.374 5.079 3.566 0.578
C -4.998 4.592 4.132 -0.638
C -5.023 3.134 4.508 -0.672
Cl -4.853 2.105 3.060 0.581
H -5.713 4.815 3.344 0.073
H -5.234 5.212 4.996 0.072
H -5.975 2.878 4.971 0.073
H -4.227 2.885 5.203 0.038
Cl -4.353 0.233 6.137 0.592
C -3.197 -0.469 4.968 -0.676
C -1.963 -0.997 5.646 -0.658
Cl -0.956 0.312 6.321 0.574
H -2.956 0.299 4.237 0.019
H -3.714 -1.277 4.463 0.023
H -1.351 -1.529 4.919 0.071
H -2.213 -1.679 6.454 0.058
Cl -2.110 -6.593 -6.487 0.537
C -3.815 -6.426 -5.992 -0.665
C -4.111 -5.067 -5.416 -0.640
Cl -3.304 -4.821 -3.846 0.596
H -4.032 -7.213 -5.274 0.040
H -4.423 -6.585 -6.881 0.073
H -5.181 -4.969 -5.243 0.075
H -3.792 -4.269 -6.082 0.071
Cl 1.041 -2.208 -6.165 0.565
C 2.246 -2.172 -7.474 -0.660
C 3.047 -3.447 -7.524 -0.659
Cl 4.114 -3.615 -6.103 0.539
H 2.886 -1.308 -7.317 0.070
H 1.703 -2.037 -8.408 0.072
H 3.687 -3.445 -8.405 0.072
H 2.405 -4.322 -7.564 0.067
Cl 5.902 -5.702 -0.482 0.576
C 4.847 -6.682 -1.536 -0.641
C 5.342 -8.097 -1.677 -0.666
Cl 6.866 -8.189 -2.596 0.538
H 4.786 -6.182 -2.499 0.069
H 3.856 -6.684 -1.083 0.075
H 4.605 -8.686 -2.221 0.073
H 5.509 -8.557 -0.707 0.067
Cl -3.714 10.947 5.571 0.535
C -3.537 9.176 5.453 -0.665
C -4.320 8.599 4.304 -0.669
Cl -6.083 8.709 4.565 0.528
H -3.850 8.747 6.402 0.067
H -2.478 8.970 5.309 0.074
H -4.086 7.543 4.196 -0.001
H -4.089 9.106 3.372 0.072
Cl -7.986 -4.112 5.005 0.540
C -7.170 -3.780 6.554 -0.664
C -6.049 -2.785 6.404 -0.666
Cl -4.683 -3.457 5.470 0.587
H -6.812 -4.727 6.951 0.067
H -7.922 -3.379 7.232 0.073
H -5.661 -2.515 7.384 0.070
H -6.380 -1.880 5.904 0.046
```


Entry 4:
A structure of composition C22H49F3MnN6O10S at a distorted geometry, computed with wB97M-V/def2-TZVPD.

Computed properties:
LUMO (spin up / spin down): -0.0052 / -0.0127 Ha
Total charge: 0
Spin multiplicity: 6
<S²>: 8.754
Energy relative to the best compared isomer or geometry (same formula, charge and spin): 55.0 kcal/mol
HOMO-LUMO gap (spin up / spin down): 8.40 / 8.22 eV

Structure (XYZ):
```
92
Properties=species:S:1:pos:R:3:lowdin_charge:R:1
Mn -1.843 -1.853 2.342 1.049
C 1.686 -0.972 5.370 -0.548
F 2.187 0.023 6.184 0.092
F 2.343 -1.039 4.146 0.073
F 1.818 -2.083 6.060 0.156
S -0.158 -0.440 5.026 0.575
O -0.980 -0.736 6.242 -0.338
O -0.172 1.004 4.805 -0.313
O -0.665 -1.202 3.862 -0.428
C 1.663 -1.616 0.762 -0.081
C 0.594 -0.722 0.314 -0.571
C 0.645 -0.454 -1.263 -0.041
O -0.624 -1.222 0.775 -0.334
H 2.622 -1.288 0.359 0.071
H 1.493 -2.669 0.536 0.064
H 1.895 -1.476 1.818 0.065
H 0.898 0.254 0.692 0.098
H 0.567 -1.347 -1.883 0.059
H 1.556 0.015 -1.635 0.054
H -0.215 0.080 -1.669 0.027
C -0.525 2.936 1.575 -0.294
O -1.414 3.617 0.993 -0.048
N 0.686 3.443 1.898 -0.172
C 1.633 2.628 2.655 -0.056
C 1.031 4.840 1.647 -0.027
H -0.737 1.927 1.960 0.127
H 1.181 1.639 2.726 0.053
H 1.842 2.884 3.694 0.092
H 2.556 2.603 2.076 0.068
H 2.067 5.019 1.360 0.085
H 0.397 5.123 0.807 0.069
H 0.758 5.458 2.503 0.095
C -0.214 5.025 -2.130 -0.399
O -0.531 6.169 -1.978 0.032
N -0.206 4.437 -3.304 -0.151
C 0.104 2.986 -3.488 -0.062
C -0.545 5.054 -4.612 -0.042
H 0.150 4.306 -1.380 0.116
H -0.604 2.539 -4.186 0.070
H -0.008 2.509 -2.515 0.063
H 1.117 2.817 -3.854 0.081
H -0.395 6.133 -4.556 0.083
H 0.215 4.856 -5.369 0.079
H -1.493 4.752 -5.056 0.085
C -4.486 0.285 -3.865 -0.305
O -4.866 -0.401 -4.879 -0.061
N -3.292 0.175 -3.309 -0.178
C -2.877 1.152 -2.294 -0.026
C -2.294 -0.724 -3.750 -0.069
H -5.108 1.020 -3.332 0.136
H -3.738 1.586 -1.785 0.089
H -2.378 2.030 -2.706 0.077
H -2.277 0.712 -1.497 0.082
H -1.427 -0.202 -4.153 0.096
H -1.964 -1.552 -3.123 0.072
H -2.611 -1.228 -4.663 0.090
C 3.320 2.517 -0.838 -0.279
O 2.784 3.302 -1.662 -0.030
N 4.536 2.686 -0.166 -0.170
C 5.298 1.566 0.527 -0.031
C 5.240 3.964 -0.414 -0.048
H 2.888 1.531 -0.605 0.110
H 4.705 0.738 0.914 0.076
H 5.862 2.050 1.325 0.078
H 6.127 1.197 -0.077 0.076
H 4.626 4.495 -1.142 0.079
H 5.420 4.591 0.459 0.082
H 6.243 3.722 -0.766 0.082
C -4.141 -2.723 0.126 -0.271
O -3.304 -2.739 1.081 -0.112
N -3.932 -3.152 -1.089 -0.118
C -2.624 -3.783 -1.497 0.002
C -5.026 -3.059 -2.133 0.010
H -5.141 -2.269 0.206 0.148
H -1.786 -3.240 -1.059 0.081
H -2.453 -3.834 -2.572 0.085
H -2.641 -4.824 -1.174 0.093
H -4.515 -2.488 -2.909 0.064
H -5.277 -3.964 -2.688 0.096
H -5.863 -2.456 -1.781 0.094
C 0.112 -4.655 2.035 -0.253
O -0.647 -3.795 2.496 -0.045
N 0.399 -5.808 2.695 -0.172
C 1.046 -6.950 2.039 -0.058
C -0.106 -6.184 4.010 -0.034
H 0.691 -4.624 1.099 0.137
H 1.678 -7.450 2.773 0.092
H 1.786 -6.646 1.299 0.086
H 0.387 -7.639 1.511 0.093
H -0.628 -7.129 3.853 0.092
H 0.705 -6.271 4.734 0.097
H -0.825 -5.487 4.439 0.091
```


| no. | calculated total energy (eV) |
| --- | --- |
| 1 | -26252.360 |
| 2 | -9178.491 |
| 3 | -316493.682 |
| 4 | -103330.851 |